Molecular formula: C20H29N2O2
Method: DFT, ωB97M-V/def2-TZVPD

```
53
Properties=species:S:1:pos:R:3:lowdin_charge:R:1
C -3.125 -2.364 2.425 0.00
C -2.711 -1.467 1.192 -0.19
C -2.279 -0.074 1.418 0.04
C -2.112 0.631 0.337 -0.13
C -2.294 0.017 -1.104 -0.17
C -2.797 -1.190 -1.157 0.03
C -3.107 -2.055 0.034 -0.24
C -3.508 -3.304 -0.496 -0.03
H -4.524 -3.452 -0.029 0.14
H -3.509 -3.583 -1.446 0.05
H -2.869 -3.843 0.105 0.08
H -2.966 -1.364 -2.321 0.17
N -1.964 1.058 -1.899 -0.09
C -1.639 2.365 -0.988 0.10
N -1.769 1.959 0.138 0.01
C -1.425 2.808 1.469 0.16
H -1.890 3.609 1.348 0.03
H -1.594 2.286 2.371 0.11
C 0.244 3.310 1.187 -0.47
O 0.260 4.046 0.219 0.13
H 1.173 4.214 -0.113 0.19
C 0.941 2.066 1.382 -0.14
O 0.762 1.295 0.153 -0.17
C 1.500 0.064 0.132 -0.07
C 3.005 0.461 -0.742 -0.06
C 3.520 -0.657 -1.614 -0.13
C 3.420 -2.312 -1.120 -0.05
C 4.066 -2.102 0.205 -0.16
C 4.218 -1.271 1.134 -0.14
C 4.052 0.151 0.721 -0.11
H 4.967 0.774 0.294 0.15
H 3.633 0.703 1.407 0.00
H 4.792 -1.345 2.007 0.10
H 4.228 -3.399 0.536 0.18
H 2.348 -2.568 -1.073 0.12
H 3.989 -2.558 -1.789 0.00
H 4.481 -0.419 -2.075 0.13
H 2.792 -0.545 -2.213 0.01
H 3.005 1.352 -0.894 0.01
H 1.441 -0.428 0.991 0.07
H 1.112 -0.642 -0.641 0.11
H 1.961 2.395 1.438 0.13
H 0.821 1.345 2.179 0.15
H 0.339 3.642 2.181 0.14
H -1.433 3.294 -1.456 0.15
C -1.832 1.130 -3.234 -0.11
H -2.905 0.848 -3.546 0.12
H -1.165 0.279 -3.532 0.11
H -1.652 2.250 -3.723 0.17
H -2.459 0.248 2.510 0.16
H -4.187 -2.643 2.247 0.10
H -2.989 -1.821 3.239 0.01
H -2.364 -3.194 2.206 0.12
```

As for the charge: +1. As for the frontier orbital gap: 7.82 eV. The HOMO energy is -10.9 eV. The value obtained for the energy above the lowest of the compared OMol25 structures with the same formula, charge and spin is 438.4 kcal/mol.

***

Molecular formula: C31H29N9O9S3Ti
Method: DFT, ωB97M-V/def2-TZVPD

```
82
Properties=species:S:1:pos:R:3:lowdin_charge:R:1
Ti -0.010 -0.266 -0.080 0.99
N -1.225 -2.362 2.899 0.06
N -0.907 -3.420 2.031 0.00
C -0.496 -3.260 0.724 -0.66
O -0.110 -4.218 0.085 0.06
O -0.574 -2.016 0.251 -0.16
H -0.570 -1.597 2.792 0.06
H -2.127 -1.987 2.637 0.06
H -0.432 -4.184 2.481 0.11
C -3.434 -6.179 0.284 -0.06
C -3.388 -4.775 -0.262 -0.28
C -3.916 -3.708 0.459 -0.05
C -3.766 -2.405 0.012 -0.05
C -3.070 -2.164 -1.163 -0.28
C -2.559 -3.213 -1.909 -0.04
C -2.729 -4.512 -1.457 -0.05
S -2.849 -0.489 -1.703 0.61
O -4.162 0.102 -1.591 -0.31
O -2.270 -0.596 -3.014 -0.29
N -1.833 0.257 -0.688 -0.28
C -2.484 1.115 0.336 -0.18
C -1.937 0.740 1.707 -0.62
O -2.608 0.826 2.714 0.06
O -0.696 0.302 1.654 -0.25
H -4.140 -6.263 1.112 0.07
H -2.441 -6.454 0.653 0.08
H -3.715 -6.900 -0.488 0.07
H -4.428 -3.897 1.396 0.11
H -4.172 -1.573 0.576 0.12
H -2.021 -2.995 -2.821 0.11
H -2.293 -5.334 -2.015 0.12
H -3.560 1.010 0.315 0.10
H -2.234 2.161 0.159 0.10
S 0.539 2.204 0.087 0.74
C 1.599 3.145 -0.974 -0.67
C 1.277 4.555 -0.863 -0.34
N 1.017 5.673 -0.740 0.12
C 2.657 2.825 -1.781 -0.79
S 3.397 1.306 -2.138 0.54
C 3.313 3.940 -2.457 -0.33
N 3.866 4.787 -3.008 0.11
O -0.070 1.400 -2.968 0.07
C 0.340 0.279 -3.026 -0.54
C 0.649 -0.459 -4.313 -0.09
C 1.330 -1.747 -3.866 -0.08
C 1.300 -1.702 -2.345 -0.49
O 1.810 -2.544 -1.636 0.05
N 0.653 -0.550 -1.912 -0.01
H 1.275 0.178 -4.933 0.12
H -0.303 -0.627 -4.817 0.11
H 2.373 -1.812 -4.177 0.11
H 0.818 -2.657 -4.185 0.11
C 7.126 -8.230 -2.061 -0.06
C 6.126 -7.626 -1.108 -0.29
C 5.732 -8.288 0.050 -0.06
C 4.829 -7.722 0.936 -0.03
C 4.281 -6.463 0.691 -0.24
N 3.387 -5.925 1.629 0.14
C 3.099 -4.612 1.984 -0.51
O 2.194 -4.383 2.761 0.07
N 3.938 -3.665 1.465 0.14
C 3.625 -2.294 1.289 -0.20
C 4.638 -1.350 1.256 0.00
C 4.295 -0.040 1.017 -0.06
C 2.973 0.291 0.767 -0.19
N 1.990 -0.608 0.817 0.02
C 2.336 -1.885 1.067 -0.04
C 4.617 -5.820 -0.502 -0.02
C 5.537 -6.394 -1.368 -0.04
H 7.684 -9.035 -1.584 0.07
H 7.840 -7.482 -2.407 0.07
H 6.633 -8.644 -2.944 0.08
H 6.146 -9.267 0.273 0.10
H 4.546 -8.255 1.839 0.11
H 2.877 -6.570 2.207 0.14
H 4.774 -3.980 1.007 0.12
H 5.669 -1.646 1.427 0.11
H 5.039 0.743 0.949 0.11
H 2.667 1.322 0.743 0.04
H 1.563 -2.626 1.086 0.09
H 4.113 -4.904 -0.790 0.12
H 5.785 -5.868 -2.285 0.12
```

As for the charge: -2. As for the frontier orbital gap: 4.86 eV. The HOMO energy is -1.5 eV. The value obtained for the energy above the lowest of the compared OMol25 structures with the same formula, charge and spin is 45.9 kcal/mol.

***

These records have lowest unoccupied orbital energy values of -3.0829, 3.3262 eV, in the order they appear.
These records have E values of -1038.63176, -4413.03563 Ha, in the order they appear.